C27H24O23Pd3 as an isolated structure in a non-equilibrium geometry, computed with ωB97M-V/def2-TZVPD.

Output
Energy in Eh: -3156.5156
Largest force on an atom in eV/A: 3.73
Orbital gap (alpha / beta) in eV: 6.5185 / 4.7157

The geometry in ORCA input format:
```
! RIJCOSX wB97M-V def2-TZVPD def2/J DEFGRID3
* xyz 2 7
Pd -22.969 12.323 24.581
Pd -27.080 18.945 26.891
Pd -22.889 16.200 20.724
C -24.962 17.171 23.480
C -24.708 15.778 23.218
C -25.170 14.753 24.306
O -24.588 13.677 24.376
C -26.267 15.161 25.171
C -26.534 16.514 25.290
C -25.770 17.529 24.532
O -25.780 18.744 24.886
O -27.402 16.829 26.162
O -24.342 15.413 22.110
H -24.309 17.876 22.973
H -26.821 14.398 25.696
C -23.711 17.240 26.841
C -23.817 18.476 27.451
C -22.879 19.639 27.094
O -23.219 20.794 27.467
C -21.764 19.480 26.318
C -21.468 18.131 25.810
C -22.608 17.015 25.948
O -22.552 16.121 25.127
O -20.482 17.780 25.230
O -24.776 18.608 28.245
H -24.479 16.475 26.849
H -21.146 20.314 26.010
C -23.474 20.864 23.491
C -23.788 22.278 24.031
O -22.521 22.898 23.988
C -21.535 22.040 23.623
O -20.387 22.287 23.568
O -22.073 20.829 23.252
H -24.127 20.594 22.664
H -23.667 20.179 24.322
H -24.111 22.139 25.061
H -24.410 22.863 23.358
C -24.310 21.311 18.798
C -22.983 20.958 18.077
O -22.470 19.872 18.853
C -23.309 19.527 19.824
O -23.057 18.639 20.600
O -24.307 20.418 19.936
H -25.151 21.092 18.147
H -24.300 22.276 19.296
H -22.325 21.819 18.143
H -23.280 20.685 17.070
C -28.504 11.877 24.518
C -29.091 13.258 24.671
O -30.483 12.987 24.598
C -30.693 11.690 24.926
O -31.741 11.217 25.167
O -29.534 10.995 24.908
H -27.546 11.717 25.029
H -28.225 11.520 23.517
H -28.571 13.951 24.003
H -28.875 13.699 25.650
C -27.557 18.746 18.829
C -26.949 18.427 17.467
O -25.721 17.865 17.859
C -25.892 17.263 19.074
O -25.020 16.604 19.562
O -27.066 17.600 19.570
H -28.627 18.927 18.809
H -27.093 19.638 19.256
H -26.799 19.355 16.918
H -27.571 17.709 16.930
C -27.266 13.142 29.557
C -27.373 14.554 28.947
O -28.580 14.453 28.184
C -29.166 13.239 28.337
O -30.185 12.958 27.804
O -28.402 12.453 29.091
H -27.293 13.264 30.645
H -26.334 12.589 29.447
H -26.574 14.710 28.219
H -27.481 15.388 29.632
*
```